The following is a DFT calculation (ωB97M-V with the def2-TZVPD basis set) of a molecular structure, C41H55Cl3I2N8OPRe.

Output
Orbital gap (spin up / spin down) = 7.297 / 6.372 eV
E_tot = -4503.97634 Ha
Net charge = +1
2S+1 = 4
HOMO level (spin up / spin down) = -9.659 / -10.190 eV
<S²> = 3.791
Relative energy (zero: lowest compared OMol25 entry of this formula, charge and spin) = 0.00 kJ/mol

Each line ends with the Mulliken charge.
CARTESIAN COORDINATES (ANGSTROEM)
H -4.55787 -0.69216 0.84626  0.2735
H 4.84286 -2.53559 1.36100  0.5770
H -2.60840 -4.24808 0.04043  0.5024
H 0.25057 -4.05653 -0.27912  0.3870
H -3.61562 -2.77918 -3.21919  0.2949
N 2.00315 0.36876 -1.66741  -0.3983
H -2.58031 2.44913 -3.93259  0.3735
H -2.35169 -2.55856 -0.43721  0.1969
C 2.14008 -3.25341 -2.29141  -2.0885
C 3.05791 -1.55522 0.73004  -0.3381
H -2.34887 -5.93494 -2.10483  0.5318
C 1.05060 -2.28165 1.61489  0.5670
H -6.30217 0.09854 -0.55298  0.3100
H -2.94186 2.34545 2.04466  0.4132
C -3.92474 1.14485 -0.90910  -0.0611
H 3.59296 -4.13667 2.82107  0.5042
C 2.74249 1.23217 2.70281  -0.2276
H -3.48995 -3.57027 -1.31268  0.4093
C -0.43641 -2.07621 1.69885  -0.6609
H 3.55975 -0.83536 0.09915  0.4174
H -6.49129 2.86832 1.76223  0.3459
C -1.97860 -5.09719 -2.70213  -1.8423
H -1.19742 0.16555 -3.29105  0.4700
Re 0.43478 -0.03110 -0.36272  2.8113
C -2.33215 3.45203 -3.60838  0.2207
H -4.04067 0.14287 -1.32570  0.1879
C 3.98408 1.05667 -3.21828  0.6589
C -1.13683 4.91839 -2.10773  -0.4037
C -4.43045 0.31403 1.25861  -0.6489
H 1.43102 -0.99165 -3.82984  -0.0853
H -2.13564 0.01613 -4.78149  0.6948
I 4.18802 2.04349 1.44393  0.0795
H -4.30673 3.72349 -0.99804  0.2590
C 0.99851 -4.39880 -4.18182  -2.1819
H 2.07532 -2.46790 -1.54401  0.6168
H -3.56364 4.41433 -5.07071  0.4326
C -0.86543 0.23364 2.44077  -0.6101
H -1.74925 -0.71408 0.84867  -0.4856
C -1.68883 6.01531 -2.74853  -0.7412
C -2.56046 5.83557 -3.81485  -0.4447
N -3.40931 1.02388 0.46852  1.1440
C 1.45750 1.04413 2.19555  -0.0274
O 1.11849 1.38175 0.96171  -0.5643
H 1.12012 -3.91137 2.99950  0.6207
H -7.13015 1.61685 -0.16451  0.3971
C -6.16931 1.10136 -0.14155  -0.7290
H -0.42116 -0.35408 -4.79092  0.3022
N -0.81829 -0.71314 1.27839  -0.1239
N -4.56073 3.11166 0.99040  0.1022
Cl 4.71404 2.52478 -2.58407  -0.0628
C -5.03326 3.17250 -0.39681  -0.5553
C -1.39085 -4.05242 -1.74280  2.4090
H -4.08483 0.22992 2.29283  0.1885
H 0.94276 -1.94221 -5.22855  0.2037
H -3.75260 -1.18087 -3.93068  0.7326
H 3.11857 -3.18831 -2.77319  0.6194
C 0.50110 0.44723 3.03329  0.2556
C -1.79152 -2.68880 -5.16691  -1.9882
C 2.88098 0.66363 -2.34261  -0.2840
H -0.83158 -5.45601 -0.20838  0.5738
C 0.82801 0.05250 4.31897  -0.3586
N -5.20968 1.83443 -0.96989  0.1061
H -3.13609 -1.34837 -2.28819  -0.0777
H -0.93967 -2.79549 1.05792  0.0240
C -3.29092 2.39352 1.01097  -1.1091
C -5.53307 2.34777 1.77566  -0.7706
H -1.54852 -0.17039 3.19198  0.7815
C -0.90649 2.48597 -1.86049  -0.2885
C -1.45170 3.62432 -2.53480  0.5490
Cl 5.15292 -0.27024 -3.23369  -0.0842
C 1.05348 -3.10124 -3.36737  2.6550
H -2.82414 -4.71157 -3.26761  0.3712
H 2.55657 -2.13868 -4.57011  0.6992
C -1.32675 -0.42701 -4.19411  -2.5245
C 3.07457 0.84120 3.99179  -0.2563
C -0.48132 1.48318 -1.30955  -0.2473
Cl 3.32403 1.33280 -4.82892  -0.0838
H -0.76480 -2.24796 2.72645  0.7548
H -2.55307 2.93427 0.41487  0.1602
H -1.27066 1.16372 2.05088  -0.2384
H -2.99168 6.69473 -4.31119  0.4224
N -0.29000 -1.49160 -1.42166  0.1023
N 1.72365 -1.46040 0.79965  0.7694
C 3.06805 -3.38080 2.25237  -0.7364
N -5.72356 0.98954 1.25210  -0.0127
H 0.36242 -5.33414 -1.48687  0.4377
C 2.11526 0.24722 4.79850  -0.4879
C 1.51048 -1.96825 -4.30185  -1.6386
C -2.88156 4.55407 -4.24264  -0.8846
C -0.33006 -4.75496 -0.87977  -2.1241
H 0.23553 -4.38811 -4.95695  0.3137
H -5.98663 3.70171 -0.42498  0.3465
H 4.08065 0.99122 4.35874  0.4118
I 2.61602 -0.38014 6.72239  0.1013
C -3.13829 -1.80383 -3.27696  -1.6827
H -2.57527 -2.25289 -5.79208  0.5138
H -1.44185 7.01394 -2.41387  0.4215
H 0.84521 -5.27459 -3.55485  0.3635
C -2.52620 -3.56860 -0.81154  -1.8658
C 1.69296 -3.26497 2.34800  -1.1107
H -1.24954 -5.49539 -3.40239  0.3032
H -2.04822 -3.73450 -5.00736  0.3432
H -5.18603 2.28500 2.80909  0.3614
H 0.07708 -0.40939 4.94960  0.4738
C -1.72405 -1.87564 -3.86832  2.8138
C 3.76585 -2.50099 1.43883  -1.4069
H -3.19339 1.68855 -1.50335  -0.9090
H -0.46110 5.04750 -1.27237  0.5344
H 2.09510 -4.21382 -1.78371  0.3086
P -0.56501 -2.55773 -2.54860  -0.9389
H 1.96569 -4.52720 -4.67628  0.5202
H -0.86800 -2.64456 -5.73946  0.3428

Cartesian forces (eV/Å) of the 2 atoms listed first:
0.01 0.00 0.00
0.00 0.00 0.00